1.
{
  "formula": "CH4O4Si",
  "method": "ωB97M-V/def2-TZVPD",
  "orbital_gap_ev": 10.05,
  "de_lowest_kcal_mol": 48.2,
  "e_tot_ha": -631.00746,
  "homo_ha": -0.36735,
  "molar_mass_da": 108.125,
  "total_charge": 0,
  "symbols": ["C", "O", "O", "O", "O", "Si", "H", "H", "H", "H"],
  "xyz": [[-1.7770, 1.0570, 0.9193], [-2.9046, 1.4077, 0.8453], [0.5093, -0.5175, -0.9882], [2.9080, -0.8340, -0.4847], [-1.4373, -0.2349, 0.8403], [1.4904, -1.5097, -0.0795], [-0.9923, 1.8186, 0.9339], [-0.4351, -0.6620, -1.2736], [3.1578, -0.2763, -1.1982], [-0.5192, -0.2490, 0.4854]]
}


2.
{
  "formula": "CH4O6P2S",
  "method": "ωB97M-V/def2-TZVPD",
  "orbital_gap_ev": 5.08,
  "e_tot_ha": -1572.97146,
  "homo_ha": -0.01653,
  "molar_mass_da": 206.052,
  "total_charge": -2,
  "symbols": ["C", "O", "O", "O", "O", "O", "O", "P", "P", "S", "H", "H", "H", "H"],
  "xyz": [[-1.2892, -0.9697, -0.2238], [1.5596, -1.4779, 1.4354], [1.6614, -0.6794, -1.0552], [3.6934, -0.2366, 0.5182], [-1.4335, 2.7043, -1.3418], [-1.3631, 0.2484, -0.8891], [1.4672, 1.0362, 0.8557], [2.1393, -0.3443, 0.5622], [-1.2090, 1.7574, -0.2713], [-2.3070, 1.9277, 1.3991], [-1.0976, -1.8399, -0.9424], [-2.2700, -0.9596, 0.2704], [-0.4092, -0.9259, 0.5560], [0.8577, -0.2408, -0.8734]]
}


3.
{
  "formula": "CH4OS2",
  "method": "ωB97M-V/def2-TZVPD",
  "smiles": "OCSS",
  "orbital_gap_ev": 9.43,
  "de_lowest_kcal_mol": 10.0,
  "e_tot_ha": -912.07559,
  "homo_ha": -0.32902,
  "molar_mass_da": 96.176,
  "total_charge": 0,
  "symbols": ["O", "C", "S", "S", "H", "H", "H", "H"],
  "xyz": [[-1.0382, -0.0385, -1.3971], [-0.3808, -0.5432, -0.2594], [1.4906, -1.0412, -0.3314], [2.1522, 0.8687, 0.0325], [-0.9289, 0.8190, -1.7890], [-0.2544, 0.0149, 0.6329], [-1.0092, -1.4477, -0.1426], [2.7926, 0.6502, 1.2558]]
}


4.
{
  "formula": "CH4OS2",
  "method": "ωB97M-V/def2-TZVPD",
  "smiles": "SCOS",
  "orbital_gap_ev": 9.94,
  "de_lowest_kcal_mol": 35.9,
  "e_tot_ha": -912.03441,
  "homo_ha": -0.34209,
  "molar_mass_da": 96.176,
  "total_charge": 0,
  "symbols": ["S", "C", "O", "S", "H", "H", "H", "H"],
  "xyz": [[-0.1306, -0.6558, 1.7083], [-0.5918, 0.4006, -0.0114], [0.5564, 1.0450, -0.3650], [1.6003, 0.5306, -1.4920], [-0.9598, -1.6052, 1.3155], [-1.3307, 1.1795, 0.3751], [-0.9587, -0.3181, -0.6345], [1.8148, -0.5766, -0.8960]]
}